1.
# C3H8NOS

An isolated molecule of C3H8NOS at a distorted geometry (the ωB97M-V functional and the def2-TZVPD basis, the Open Molecules 2025 dataset).

Geometry as XYZ:
```
14
Properties=species:S:1:pos:R:3:mulliken_charge:R:1
O -0.8925 1.8283 -1.6889 -0.61
C -0.4000 0.7089 -1.6862 -0.46
C 0.2209 0.3042 -0.3695 0.13
C 0.1271 -1.2885 -0.2348 -1.02
S 1.1124 -2.0192 1.2937 -0.23
N -0.4074 0.7909 0.9140 -0.57
H -0.2442 0.0207 -2.5434 0.26
H 1.2635 0.7664 -0.3273 0.17
H -0.8586 -1.5103 -0.0457 0.61
H 0.5415 -1.6061 -1.0949 0.43
H 1.3326 -0.9689 2.0534 0.07
H 0.2627 1.1103 1.6094 0.46
H -0.9266 1.6347 0.7650 0.34
H -1.1314 0.2285 1.3552 0.41
```

Output
**Energy relative to the best compared isomer or geometry (same formula, charge and spin)**: 2.2463 eV
**E**: -647.1290 a.u.
**Frontier orbital gap (alpha / beta)**: 4.67 / 8.33 eV
**Maximum force**: 0.11474 hartree/bohr
**Spin multiplicity**: 2
**Highest occupied orbital energy (alpha / beta)**: -4.4556 / -8.4588 eV
**<S²>**: 0.7532

2.
# C3H8NP

A cluster of 2 separate species, C3H8NP in total at a distorted geometry (the ωB97M-V functional and the def2-TZVPD basis, the Open Molecules 2025 dataset).

Geometry as XYZ:
```
13
Properties=species:S:1:pos:R:3:mulliken_charge:R:1
C -2.4425 0.8497 0.4392 -0.37
C -0.6852 0.1233 -0.9266 -0.55
C 1.6674 0.2429 0.4957 -0.70
N -1.3618 0.9959 -0.2253 -0.34
P 2.4688 -1.3081 0.2769 0.00
H -2.7477 1.6522 1.0930 0.28
H -3.1072 -0.0094 0.3398 0.26
H -0.7664 -0.9556 -0.8136 0.32
H -0.0758 0.5072 -1.7272 0.41
H 1.3144 0.4932 1.4808 0.32
H 2.0735 1.0705 -0.0636 0.35
H 2.2147 -1.5079 -1.0802 0.02
H 1.4478 -2.1538 0.7111 0.01
```

Output
**Energy relative to the best compared isomer or geometry (same formula, charge and spin)**: 3.8703 eV
**E**: -515.0381 a.u.
**Frontier orbital gap (alpha / beta)**: 7.65 / 7.60 eV
**Maximum force**: 0.01976 hartree/bohr
**Highest occupied orbital energy (alpha / beta)**: -7.5725 / -7.7053 eV

3.
# C3H8NS

A cluster of 2 separate species, C3H8NS in total at a distorted geometry (the ωB97M-V functional and the def2-TZVPD basis, the Open Molecules 2025 dataset).

Geometry as XYZ:
```
13
Properties=species:S:1:pos:R:3:mulliken_charge:R:1
C 2.1584 -0.8348 -0.6614 -0.75
S 2.0413 0.4785 0.6939 -0.70
H 1.5231 -0.7898 -1.7282 0.14
H 1.7259 -1.7651 -0.1631 0.13
H 3.2564 -1.0258 -0.9766 0.24
C -1.4921 -0.3586 -0.0714 -0.66
C -1.2814 1.7497 0.8248 -0.24
N -1.4681 1.1335 -0.3517 -0.38
H -2.5894 -0.7364 -0.1127 0.32
H -1.0740 -0.7615 -1.0331 0.23
H -0.9220 -0.9269 0.7448 0.24
H -0.4042 2.4782 0.9117 0.25
H -1.4740 1.3589 1.9229 0.19
```

Output
**Energy relative to the best compared isomer or geometry (same formula, charge and spin)**: 3.6397 eV
**Net charge**: -1
**E**: -571.9445 a.u.
**Frontier orbital gap**: 6.37 eV
**Maximum force**: 0.10662 hartree/bohr
**Highest occupied orbital energy**: -2.3218 eV

4.
# C3H8NS

The ion C3H8NS with charge -1 at a distorted geometry (the ωB97M-V functional and the def2-TZVPD basis, the Open Molecules 2025 dataset).

Geometry as XYZ:
```
13
Properties=species:S:1:pos:R:3:mulliken_charge:R:1
C -0.6489 1.8324 1.7885 -0.89
N 0.2400 0.8788 1.0996 -0.41
C -0.4416 -0.3716 0.8097 -0.47
C 0.3753 -1.2524 -0.1077 -0.76
S 0.3625 -0.5140 -1.8411 -0.74
H -1.3060 2.3065 1.0480 0.29
H -0.0193 2.6186 2.2033 0.28
H -1.2419 1.2816 2.5109 0.32
H 0.5461 1.2666 0.2164 0.27
H -0.6275 -0.8769 1.7902 0.28
H -1.4736 -0.2280 0.4751 0.29
H -0.1838 -2.1704 -0.2587 0.25
H 1.4024 -1.3780 0.2041 0.28
```

Output
**Energy relative to the best compared isomer or geometry (same formula, charge and spin)**: 0.6407 eV
**Net charge**: -1
**E**: -572.0547 a.u.
**Frontier orbital gap**: 6.36 eV
**Maximum force**: 0.04603 hartree/bohr
**Highest occupied orbital energy**: -2.2913 eV

5.
# C3H8NS

A structure of composition C3H8NS at a distorted geometry (the ωB97M-V functional and the def2-TZVPD basis, the Open Molecules 2025 dataset).

Geometry as XYZ:
```
13
Properties=species:S:1:pos:R:3:mulliken_charge:R:1
C -1.9687 -0.7795 0.4204 -0.77
C -0.5795 -0.6780 0.3686 -0.02
C 0.1902 0.5123 0.0587 -0.34
N 1.6657 0.5663 0.4790 -0.35
S 0.5109 0.5040 -2.1868 -0.12
H -2.4581 -1.5888 0.7844 0.34
H -2.5989 0.0837 0.2874 0.26
H 0.1900 -1.5605 0.6129 0.11
H -0.2308 1.4403 0.0414 0.52
H 1.7925 0.6166 1.4929 0.34
H 2.0045 1.4694 -0.0040 0.40
H 1.9904 -0.3411 0.0363 0.45
H -0.5081 -0.2447 -2.3912 0.18
```

Output
**Energy relative to the best compared isomer or geometry (same formula, charge and spin)**: 2.2635 eV
**Net charge**: +1
**E**: -571.6870 a.u.
**Frontier orbital gap**: 8.68 eV
**Maximum force**: 0.10532 hartree/bohr
**Highest occupied orbital energy**: -13.7584 eV

6.
# C3H8NSi

A cluster of 2 separate species, C3H8NSi in total at a distorted geometry (the ωB97M-V functional and the def2-TZVPD basis, the Open Molecules 2025 dataset).

Geometry as XYZ:
```
13
Properties=species:S:1:pos:R:3:mulliken_charge:R:1
C 0.3231 0.4018 -1.7606 0.26
C 0.9293 0.8642 -2.9968 -0.77
C -0.0553 -1.3060 2.2271 -0.98
N -0.1504 0.2815 -0.7248 -0.28
Si -1.4518 -0.0798 1.8437 0.77
H 1.7621 1.2894 -2.4876 0.26
H 1.2648 0.1667 -3.7631 0.32
H 0.3163 1.6561 -3.4194 0.28
H 0.4633 -0.5820 2.9575 0.30
H -0.0511 -2.1717 2.8778 0.42
H 0.6272 -1.4431 1.4871 0.37
H -1.4894 1.0699 2.8376 0.05
H -2.4881 -0.1470 0.9217 0.01
```

Output
**Energy relative to the best compared isomer or geometry (same formula, charge and spin)**: 1.8498 eV
**Net charge**: +1
**E**: -463.0087 a.u.
**Frontier orbital gap**: 10.09 eV
**Maximum force**: 0.09296 hartree/bohr
**Highest occupied orbital energy**: -15.9524 eV